(1)
The following is a quantum chemistry calculation of a structure of composition C25H34NSTb at a distorted geometry, from the Open Molecules 2025 dataset.

```
62
Properties=species:S:1:pos:R:3:forces:R:3:lowdin_spin:R:1
C 1.0012 2.2259 -0.0324 3.2 1.7 0.2 -0.215
H 1.3101 2.6463 0.9372 0.3 -0.4 -0.4 -0.006
H 1.7987 2.2440 -0.7771 0.1 0.3 0.3 -0.001
H 1.8098 0.5324 0.2714 -0.3 1.9 -0.3 0.179
C -0.2278 2.9837 -0.5514 -1.7 -1.5 0.2 -0.027
H -0.8636 2.3014 -1.1631 0.0 0.2 -0.2 -0.008
H -0.8691 3.2688 0.2862 0.1 -0.2 0.2 0.000
C 0.0058 4.2610 -1.3854 0.7 0.0 -0.2 -0.016
H -0.9451 4.7352 -1.6524 0.0 -0.4 0.2 -0.003
H 0.5856 5.0040 -0.8378 0.0 -0.2 0.1 0.000
H 0.5283 4.0609 -2.3193 0.1 -0.1 0.0 0.000
C -0.8846 -2.1238 -0.9998 0.7 0.1 -0.3 -0.046
C -1.2882 -1.0546 -1.8594 1.0 -0.1 -0.7 -0.030
C -0.1001 -0.4494 -2.3959 -0.6 -0.7 0.2 -0.053
C 1.0273 -1.1232 -1.8231 0.1 0.1 0.3 -0.047
C 0.5480 -2.1601 -0.9716 -0.5 0.5 -0.3 -0.018
C 1.4035 -3.0720 -0.1590 0.3 -0.1 0.3 0.001
C 2.4689 -0.7505 -2.0389 0.3 0.0 0.0 0.012
C -0.0278 0.6637 -3.3902 0.1 0.4 -0.1 -0.005
C -2.6932 -0.7089 -2.2104 -0.5 0.4 0.1 -0.003
C -1.8028 -3.0919 -0.3432 -0.3 -0.2 0.5 -0.006
Tb -0.1415 0.1126 0.1009 -2.8 -1.6 0.1 6.319
H 3.0737 -1.0088 -1.1663 0.0 0.0 -0.1 0.004
H 2.9428 -1.2379 -2.8979 -0.3 0.0 0.0 0.001
H 2.5782 0.3269 -2.1855 0.0 -0.1 -0.1 0.001
H 2.3678 -2.6016 0.0573 -0.1 -0.1 0.0 0.000
H 0.9263 -3.3117 0.7909 0.0 -0.1 0.1 0.000
H 1.6377 -4.0364 -0.6286 -0.2 0.3 -0.2 0.000
H -2.7776 -2.6507 -0.1461 -0.1 0.1 0.0 0.000
H -1.9953 -3.9965 -0.9304 0.2 0.2 -0.2 -0.003
H -1.4164 -3.4336 0.6184 0.1 0.0 0.0 -0.001
H -2.7752 0.3017 -2.6202 0.1 -0.1 0.0 0.000
H -3.1685 -1.3756 -2.9406 0.3 0.0 0.1 -0.001
H -3.3328 -0.7309 -1.3271 -0.1 -0.1 0.1 0.000
H 0.7626 1.3740 -3.1185 0.0 0.0 -0.1 -0.001
H 0.1916 0.3375 -4.4176 0.0 -0.2 0.4 -0.002
H -0.9624 1.2210 -3.4387 0.0 0.0 0.0 0.000
N -0.6334 -0.8238 2.0911 0.2 -1.9 0.1 -0.022
S -1.7069 -0.5391 3.3345 1.0 0.1 0.1 -0.003
C -1.1765 -1.6149 4.6847 -0.4 -0.3 0.5 0.000
C 0.1578 -1.7130 5.0545 0.4 -0.1 0.1 0.000
C 0.5340 -2.5720 6.0960 -0.1 0.2 -0.2 0.000
C -0.4249 -3.3103 6.7969 -0.1 0.1 -0.4 0.000
C -1.7735 -3.2068 6.4253 0.4 0.0 0.1 0.000
C -2.1508 -2.3623 5.3796 -0.2 0.3 -0.4 0.000
C -1.0907 1.1028 3.7453 -0.6 0.3 0.0 0.000
C -2.0118 2.0312 4.2418 0.3 -0.4 0.1 0.000
C -1.5458 3.2750 4.6536 0.2 0.0 -0.1 0.000
C -0.1846 3.5840 4.5386 0.0 0.2 0.1 0.000
C 0.7046 2.6761 3.9711 -0.2 -0.4 -0.3 0.000
C 0.2383 1.4346 3.5330 0.3 0.0 0.0 0.001
H -0.2584 -1.8077 2.1840 -0.7 1.2 -0.1 0.000
H 0.9084 -1.1100 4.5435 -0.1 -0.2 0.1 0.000
H 1.5904 -2.6635 6.3516 -0.3 0.1 0.0 0.000
H -0.1159 -3.9754 7.6142 -0.2 0.4 -0.4 0.000
H -2.5138 -3.8057 6.9585 0.1 0.3 -0.2 0.000
H -3.2047 -2.2791 5.1035 0.3 -0.1 0.1 0.000
H -3.0613 1.7452 4.2991 0.2 0.2 0.2 0.000
H -2.2448 3.9973 5.0615 0.1 0.0 0.0 0.000
H 0.1940 4.5505 4.8827 -0.2 -0.3 -0.1 0.000
H 1.7644 2.8912 3.8566 -0.2 0.2 0.1 0.000
H 0.8911 0.7208 3.0199 -0.1 0.3 0.5 0.001
```
Forces are in eV/Å.

Calculated values
LUMO (spin up / spin down), Ha: -0.3291 / -0.3149
Total energy, a.u.: -2249.73042
Orbital gap (spin up / spin down), eV: 5.265 / 5.784
Charge: +2
Highest occupied orbital energy (spin up / spin down), Ha: -0.523 / -0.527
Multiplicity: 7

***

(2)
The following is a quantum chemistry calculation of the molecule C17H18ClNO4S at a distorted geometry, from the Open Molecules 2025 dataset.

```
42
Properties=species:S:1:pos:R:3:forces:R:3:nbo_charge:R:1
O -1.3660 -0.2182 3.1008 0.2 -0.1 0.2 -0.618
C -0.9996 -0.3764 1.9466 -0.4 0.2 -0.2 0.632
N -1.8092 -0.0394 0.9183 -0.3 0.3 0.0 -0.606
C -1.6850 -0.3197 -0.4953 0.4 -0.1 -0.3 -0.057
C -2.7030 0.5230 -1.2765 -0.1 -0.1 0.1 -0.416
C -3.9101 -0.3966 -1.4390 0.1 0.0 -0.2 -0.403
C -3.2611 -1.7432 -1.7470 -0.1 0.0 0.1 -0.405
C -2.0430 -1.7928 -0.8177 0.1 0.0 -0.2 -0.413
C 0.3541 -0.8924 1.6823 0.7 -0.4 1.0 0.149
C 1.2484 -1.3296 2.6278 -0.7 0.2 -0.5 -0.223
C 2.4376 -1.6457 1.9419 -0.1 0.0 -0.7 -0.291
C 2.1979 -1.3844 0.6200 0.2 -0.4 0.9 0.272
C 3.0929 -1.3462 -0.5425 0.0 1.1 -0.1 -0.676
S 3.8455 0.3557 -0.5918 -0.1 -0.2 -0.3 2.169
O 4.2810 0.6066 -1.9380 -0.3 0.0 -0.2 -0.936
O 4.8081 0.4440 0.4681 -0.1 0.0 0.4 -0.936
C 2.4425 1.4085 -0.2050 0.6 -0.4 -0.1 -0.355
C 2.1984 1.7547 1.1106 0.1 0.0 0.1 -0.114
C 1.0358 2.4331 1.4312 0.0 0.0 -0.1 -0.247
C 0.1444 2.7610 0.4179 0.3 -0.2 -0.1 -0.020
Cl -1.3234 3.5644 0.8131 -0.2 0.2 0.1 0.031
C 0.4115 2.4475 -0.9089 0.0 0.0 0.1 -0.232
C 1.5692 1.7553 -1.2175 0.0 0.0 -0.1 -0.181
O 0.9332 -0.9352 0.4563 -0.1 -0.1 -0.2 -0.414
H -2.7269 0.2545 1.2274 0.1 0.0 0.1 0.403
H -0.6652 -0.0805 -0.7991 -0.3 0.0 0.0 0.226
H -2.9351 1.4540 -0.7622 0.1 0.1 0.0 0.222
H -2.2956 0.7648 -2.2586 0.0 0.0 0.0 0.208
H -4.5853 -0.0659 -2.2260 -0.1 0.0 0.0 0.216
H -4.4718 -0.4556 -0.5056 -0.1 0.0 0.1 0.194
H -3.9364 -2.5809 -1.5832 0.0 -0.1 -0.1 0.215
H -2.9393 -1.7630 -2.7891 0.0 0.0 -0.1 0.197
H -1.2049 -2.3157 -1.2748 0.1 -0.1 0.0 0.213
H -2.2914 -2.3094 0.1102 0.1 0.0 0.0 0.212
H 1.0563 -1.4019 3.6780 -0.1 0.0 0.2 0.250
H 3.3520 -2.0107 2.3609 0.3 -0.1 0.0 0.242
H 2.5680 -1.4691 -1.4848 0.0 -0.1 -0.1 0.255
H 3.9245 -2.0376 -0.4565 0.1 0.0 0.0 0.269
H 2.9165 1.4793 1.8665 0.0 0.0 0.1 0.245
H 0.8119 2.6895 2.4545 0.0 0.0 0.1 0.244
H -0.2868 2.7309 -1.6801 -0.1 0.0 -0.1 0.235
H 1.8092 1.4832 -2.2333 0.0 0.0 -0.2 0.245
```
Forces are in eV/Å.

Calculated values
LUMO, Ha: 0.0067
ΔE to the lowest compared entry with this formula, charge and spin, eV: 0.843
Total energy, a.u.: -1872.69868
Orbital gap, eV: 9.206
Highest occupied orbital energy, Ha: -0.332

***

(3)
The following is a quantum chemistry calculation of a structure of composition C37H37AsBiF6IN3O9S5 at a distorted geometry, from the Open Molecules 2025 dataset.

```
100
Properties=species:S:1:pos:R:3:forces:R:3:mulliken_charge:R:1
Bi -0.8832 -1.6203 -2.0112 0.6 -1.0 -0.1 1.668
N -2.7076 -2.5791 -0.5343 0.4 0.5 0.4 -0.135
C -3.1194 -3.8246 -1.1375 0.8 -1.7 -0.1 -0.252
C -2.0090 -4.5934 -2.0077 0.8 -0.3 0.4 0.563
O -1.9795 -5.8223 -2.0591 -0.7 1.0 0.3 -0.699
N -1.0102 -3.8402 -2.5917 -0.5 1.9 0.8 -0.382
C 0.3757 -4.3580 -2.5869 -1.6 -1.1 -0.6 -0.943
C 1.1054 -3.8564 -1.3544 2.0 0.4 -0.6 0.737
O 2.0355 -4.4540 -0.8270 -1.4 0.0 -0.5 -0.604
O 0.8568 -2.5899 -1.0636 -1.0 0.3 0.2 -0.529
H -3.5511 -1.9886 -0.3280 0.8 -0.4 -0.2 0.148
H -2.2297 -2.7793 0.3401 -0.1 0.1 0.1 0.347
H -3.3851 -4.5281 -0.3321 -0.1 -0.1 -0.6 0.391
H -3.9850 -3.6362 -1.7338 -0.6 0.0 -0.5 0.059
H 0.3215 -5.4564 -2.6499 0.2 0.4 0.4 0.463
H 0.8682 -4.0502 -3.5209 0.1 0.3 0.5 0.155
C -3.0778 3.4129 -2.1567 -0.2 0.2 -1.5 -0.592
C -3.4408 3.7357 -0.7108 0.4 -0.4 1.1 -0.232
S -1.9192 3.5210 0.2652 -1.8 0.9 1.9 -0.130
C -1.4213 5.2249 0.8090 -0.7 -1.3 -0.1 -0.428
C -0.0012 5.4013 0.2483 1.0 1.0 0.3 -0.832
S 0.7399 3.9090 -0.3982 2.0 -0.5 0.3 -0.012
C 1.0620 4.1262 -2.1762 -0.2 -1.1 0.6 -0.443
C -0.2262 4.2028 -2.9453 -1.0 -2.1 -1.0 -0.869
S -1.3792 2.8323 -2.3225 0.7 -0.8 -1.9 0.040
H -3.7151 2.6425 -2.6878 0.6 1.0 0.9 0.229
H -3.1011 4.3352 -2.7422 -0.3 -0.1 -0.1 0.369
H -3.8521 4.7232 -0.5220 0.0 0.2 -0.3 0.485
H -4.1381 3.0447 -0.2470 -0.2 -0.2 -0.4 -0.134
H -2.1715 5.9779 0.4759 0.6 -0.5 0.3 0.288
H -1.4275 5.0858 1.9153 0.2 0.8 -0.8 0.274
H 0.1664 6.1627 -0.5136 -0.7 0.2 -0.1 0.358
H 0.6808 5.7232 1.0449 -0.2 -0.1 0.0 0.378
H 1.6582 4.9984 -2.3911 0.5 0.2 0.0 0.552
H 1.6266 3.1640 -2.3746 -0.6 1.2 0.0 -0.129
H -0.6589 5.1798 -2.9396 -0.5 0.6 0.2 0.399
H -0.1166 3.8685 -4.0011 0.3 0.6 0.6 0.431
C 4.9504 -3.9308 2.0999 0.4 2.0 0.5 -0.618
C 3.9510 -3.6240 1.2050 0.3 0.3 0.5 -0.506
C 3.1771 -2.4507 1.3326 0.4 -0.8 0.5 -0.013
C 3.3111 -1.6441 2.4493 0.3 -0.5 0.3 0.221
C 4.3965 -1.9233 3.3363 -1.3 1.1 -0.1 0.008
C 5.2647 -2.9403 3.0743 0.0 -1.7 -0.2 -0.657
As 1.8619 -0.3371 2.8058 1.0 -1.0 -0.3 0.334
C 3.0572 1.0574 3.4987 -0.8 0.7 0.8 0.605
C 3.6371 1.0145 4.7811 0.4 1.7 -1.0 0.015
C 4.3146 2.1765 5.2207 -0.1 -2.1 -0.2 -0.887
C 4.4453 3.3168 4.4514 0.2 -0.3 1.7 -0.523
C 3.7920 3.3907 3.2643 -1.2 -0.5 -1.4 -0.433
C 3.0801 2.2590 2.7733 0.8 0.3 -0.2 -0.714
C 1.2305 -1.2224 4.4704 -0.1 -0.6 -0.9 0.490
C 0.8348 -0.3377 5.4410 -1.4 -1.5 1.6 -0.632
C 0.2197 -0.8352 6.6300 0.7 0.4 -0.5 -0.518
C 0.1253 -2.2060 6.8893 0.7 1.2 -2.0 -0.640
C 0.4336 -3.0626 5.8257 0.0 -1.1 -0.2 -0.229
C 0.9376 -2.6113 4.5960 0.1 1.2 1.0 -0.738
H 5.5523 -4.8213 2.0566 0.1 -0.2 -0.3 0.410
H 3.7523 -4.2829 0.4036 -0.3 -0.5 -0.6 0.543
H 2.4078 -2.3076 0.6030 -0.3 0.3 -0.3 0.215
H 4.4800 -1.3608 4.2726 0.3 0.0 -0.6 0.103
H 6.1614 -3.0738 3.6633 -0.1 -0.1 0.4 0.373
H 3.5888 0.0958 5.3369 0.0 0.1 0.5 0.408
H 4.8501 2.1233 6.1444 0.1 0.0 0.6 0.352
H 5.0383 4.0869 4.9424 -0.3 0.3 -0.7 0.347
H 3.7405 4.3415 2.7523 0.1 -0.1 -0.4 0.385
H 2.6311 2.2724 1.7601 0.1 0.3 0.8 0.302
H 0.8848 0.7036 5.2187 0.1 0.7 0.3 0.496
H -0.1681 -0.1124 7.3310 0.1 0.0 0.3 0.369
H -0.1464 -2.5810 7.8405 -0.6 -0.3 0.7 0.438
H 0.2446 -4.1496 5.9810 0.3 0.9 -0.3 0.303
H 1.1232 -3.2905 3.7771 0.1 -0.1 0.0 0.478
F -7.3719 -0.7186 -3.0673 0.4 -0.4 0.0 -0.188
C -6.1631 -1.2798 -3.0050 0.1 0.0 -0.6 0.474
F -5.5703 -1.1951 -4.2226 -0.6 -0.2 0.6 -0.213
F -6.3145 -2.6111 -2.7081 0.4 1.8 0.0 -0.229
S -5.0484 -0.2479 -1.8436 -0.3 1.2 0.2 0.784
O -3.7118 -0.4538 -2.3836 -0.8 0.0 0.3 -0.505
O -5.5445 1.1400 -1.8372 0.5 -2.6 -0.1 -0.595
N -5.1412 -1.0541 -0.4862 0.4 0.2 0.0 -0.646
S -6.2993 -1.0834 0.6147 1.6 -1.1 0.3 0.975
O -6.0939 -2.2946 1.4046 -0.6 1.7 -1.0 -0.664
O -7.5502 -0.7133 0.0358 -0.5 0.0 0.5 -0.616
C -5.7542 0.3111 1.7673 -0.6 -1.1 1.1 0.635
F -4.4451 0.2039 2.1317 -1.5 0.4 -0.7 -0.205
F -6.5079 0.1895 2.9224 0.9 0.4 -1.3 -0.247
F -6.0199 1.4711 1.1853 0.5 -0.1 0.5 -0.182
I 5.0742 1.0950 -8.3921 -0.4 -0.1 0.1 0.073
C 3.6036 0.7018 -6.9502 -1.0 0.5 1.6 -0.219
C 3.5599 1.4930 -5.7690 0.5 -0.8 -1.7 -0.443
C 2.7340 1.0930 -4.7417 -0.5 0.9 -0.7 -0.182
C 1.8502 0.0633 -4.8709 0.0 -2.6 -1.4 0.433
C 1.8581 -0.7699 -6.0395 0.6 2.0 0.8 -0.691
C 2.6733 -0.3546 -7.0665 1.7 -0.6 -1.5 -0.322
C 0.9912 -0.3718 -3.7612 0.0 2.4 2.5 1.036
O 0.3407 -1.4305 -3.9332 -0.9 -1.7 -0.2 -1.014
O 0.8990 0.3137 -2.6896 0.4 -1.1 -1.6 -0.702
H 4.1284 2.4104 -5.7061 0.3 -0.2 0.2 0.400
H 2.6283 1.7117 -3.8957 0.1 0.5 1.1 0.276
H 1.3056 -1.6845 -6.1671 -0.4 0.1 0.3 0.395
H 2.7378 -0.9626 -7.9858 -0.2 0.3 0.5 0.304
```
Forces are in eV/Å.

Calculated values
LUMO, Ha: 0.0605
ΔE to the lowest compared entry with this formula, charge and spin, eV: 1.422
Total energy, a.u.: -7611.78431
Orbital gap, eV: 6.709
Charge: -1
Highest occupied orbital energy, Ha: -0.186

***

(4)
The following is a quantum chemistry calculation of a cluster of 2 separate species, C8H19O2P in total at a distorted geometry, from the Open Molecules 2025 dataset.

```
30
Properties=species:S:1:pos:R:3:forces:R:3:nbo_charge:R:1
C -1.8512 -2.4715 1.8548 1.6 1.5 0.9 -0.654
C -1.9991 -1.2585 0.8936 2.8 -1.7 -0.2 -0.099
O -2.5238 -1.6113 -0.3658 -0.1 0.1 0.1 -0.719
P -0.3222 -0.2423 0.8315 -1.0 0.1 1.2 0.436
C -0.7400 1.0487 -0.4701 -0.9 -0.8 0.1 -0.278
C -2.1959 1.5041 -0.3935 0.8 2.8 0.9 -0.623
C 0.2712 2.2047 -0.4427 1.3 -3.9 -3.6 -0.614
C -0.6618 0.3311 -1.8456 0.3 0.6 1.8 -0.632
H -1.5871 -2.0710 2.8747 -0.9 -0.2 -0.7 0.216
H -2.7708 -3.0112 1.8516 -0.6 -0.5 0.2 0.221
H -0.9728 -3.1286 1.7521 -0.4 0.1 -1.0 0.214
H -2.6737 -0.6171 1.3194 -1.9 1.6 0.9 0.177
H -1.9271 -2.2261 -0.7870 0.3 -0.3 -0.2 0.469
H -0.6144 0.4904 2.1615 0.2 -0.7 -1.8 -0.030
H -2.5002 2.0991 0.5027 0.6 -0.5 -0.3 0.206
H -2.3115 2.2118 -1.2087 -0.2 0.2 -0.4 0.201
H -2.9081 0.7623 -0.5344 -1.1 -1.6 -0.2 0.221
H 1.0552 1.8511 -1.2535 -1.0 0.9 1.7 0.212
H 0.7541 2.1614 0.4572 1.3 1.1 2.4 0.206
H -0.1015 3.0895 -0.8382 -0.8 1.9 0.0 0.219
H -1.6241 -0.0297 -2.0279 -1.1 -1.6 -0.5 0.220
H -0.5751 1.1015 -2.5309 0.4 1.7 -1.6 0.203
H 0.1912 -0.3016 -1.9826 0.2 -0.7 0.0 0.230
C 4.6948 -0.4211 0.2915 -1.6 0.8 -1.4 -0.720
C 3.2995 -0.1755 -0.3405 -0.2 0.0 0.1 0.449
O 2.9542 -0.3477 -1.4886 0.9 -0.2 0.5 -0.532
H 5.4513 -0.5106 -0.4495 0.5 -0.7 -0.7 0.228
H 4.7280 -1.1565 1.0524 -0.2 -1.1 0.4 0.237
H 4.9445 0.4710 0.7932 0.1 1.4 0.8 0.225
H 2.5162 0.2535 0.3233 0.5 -0.2 0.3 0.112
```
Forces are in eV/Å.

Calculated values
LUMO, Ha: 0.0304
ΔE to the lowest compared entry with this formula, charge and spin, eV: 2.452
Total energy, a.u.: -807.95076
Orbital gap, eV: 9.498
Highest occupied orbital energy, Ha: -0.319

***

(5)
The following is a quantum chemistry calculation of the molecule C4H7NO, from the Open Molecules 2025 dataset.

```
13
Properties=species:S:1:pos:R:3:forces:R:3:nbo_charge:R:1
O 1.8251 0.6357 0.5099 -0.1 0.0 0.2 -0.698
C 0.9018 0.1934 -0.4585 -0.2 -0.1 -0.3 0.068
C 0.2348 -1.2093 -0.3974 0.0 -0.2 0.1 -0.504
C -1.1947 -0.5818 -0.6677 0.2 0.1 0.1 -0.164
N -1.2365 0.3053 0.6881 -0.3 -0.2 0.0 -0.630
C -0.4872 0.7653 -0.4888 0.0 0.4 -0.1 -0.157
H 1.3526 0.7164 1.3478 0.2 0.0 -0.1 0.453
H 1.3831 0.3522 -1.4277 -0.1 -0.1 0.1 0.194
H 0.3688 -1.7490 0.5510 -0.1 0.1 -0.1 0.193
H 0.5560 -1.8822 -1.1993 -0.1 0.2 0.1 0.229
H -0.8303 -0.1258 1.5020 0.4 0.2 0.1 0.398
H -2.0695 0.8393 0.8948 0.0 -0.3 -0.2 0.417
H -0.8039 1.7405 -0.8541 0.1 -0.1 0.1 0.202
```
Forces are in eV/Å.

Calculated values
LUMO, Ha: 0.0183
ΔE to the lowest compared entry with this formula, charge and spin, eV: 4.999
Total energy, a.u.: -286.44795
Orbital gap, eV: 8.255
Highest occupied orbital energy, Ha: -0.285

***

(6)
The following is a quantum chemistry calculation of the molecule C4H9NS at a distorted geometry, from the Open Molecules 2025 dataset.

```
15
Properties=species:S:1:pos:R:3:forces:R:3:nbo_charge:R:1
C 1.5715 -0.8425 0.2206 -0.1 1.1 1.0 -0.617
C 1.1822 0.6460 -0.0025 -0.1 -0.4 0.3 -0.401
C -0.2900 1.0196 0.2885 0.5 -0.6 -0.2 -0.215
N -1.2566 0.3238 -0.5269 -1.0 -0.4 -0.9 -0.567
C -2.0393 -0.7135 -0.1647 -0.1 0.8 -1.7 -0.048
S -3.1260 -1.4611 -1.1595 0.4 0.2 0.3 -0.185
H 2.6322 -0.9308 0.0730 0.6 0.0 0.2 0.215
H 1.3341 -1.2179 1.2449 0.1 0.4 -0.7 0.205
H 1.1649 -1.4981 -0.5050 -0.9 -0.6 -0.7 0.214
H 1.4864 0.9608 -1.0231 -0.4 -0.2 0.5 0.206
H 1.7549 1.2778 0.6836 0.2 -0.1 -0.1 0.205
H -0.3465 2.1094 0.2355 -0.5 -0.1 -0.3 0.207
H -0.6335 0.7204 1.2660 0.6 0.1 0.9 0.197
H -1.4942 0.6253 -1.4614 0.4 0.2 -0.1 0.403
H -1.9399 -1.0191 0.8309 0.3 -0.5 1.6 0.179
```
Forces are in eV/Å.

Calculated values
LUMO, Ha: 0.0284
ΔE to the lowest compared entry with this formula, charge and spin, eV: 0.456
Total energy, a.u.: -610.73693
Orbital gap, eV: 9.121
Highest occupied orbital energy, Ha: -0.307

***

Q: Which M values were calculated for the entries above? A: 539.5, 367.9, 1352.8, 178.2, 85.1, 103.2, in g/mol.